{
  "formula": "C44H113N11O16",
  "method": "ωB97M-V/def2-TZVPD",
  "smiles": "COCCNCCOC.COCCNCCOC.COCCNCCOC.COCCNCCOC.COCCNCCOC.COCCNCCOC.COCCNCCOC.NC(N)=O.NC(N)=O",
  "energy_ev": -96592.3798,
  "homo_lumo_gap_ev": 7.99,
  "homo_ev": -7.9,
  "largest_force_ev_per_a": 9.119,
  "spin_multiplicity": 1,
  "relative_energy_kcal_mol": 257.5,
  "elements": ["C", "O", "C", "C", "N", "C", "C", "O", "C", "H", "H", "H", "H", "H", "H", "H", "H", "H", "H", "H", "H", "H", "H", "H", "C", "O", "C", "C", "N", "C", "C", "O", "C", "H", "H", "H", "H", "H", "H", "H", "H", "H", "H", "H", "H", "H", "H", "H", "C", "O", "C", "C", "N", "C", "C", "O", "C", "H", "H", "H", "H", "H", "H", "H", "H", "H", "H", "H", "H", "H", "H", "H", "C", "O", "C", "C", "N", "C", "C", "O", "C", "H", "H", "H", "H", "H", "H", "H", "H", "H", "H", "H", "H", "H", "H", "H", "C", "O", "C", "C", "N", "C", "C", "O", "C", "H", "H", "H", "H", "H", "H", "H", "H", "H", "H", "H", "H", "H", "H", "H", "C", "O", "C", "C", "N", "C", "C", "O", "C", "H", "H", "H", "H", "H", "H", "H", "H", "H", "H", "H", "H", "H", "H", "H", "C", "O", "C", "C", "N", "C", "C", "O", "C", "H", "H", "H", "H", "H", "H", "H", "H", "H", "H", "H", "H", "H", "H", "H", "N", "C", "N", "O", "H", "H", "H", "H", "N", "C", "N", "O", "H", "H", "H", "H"],
  "xyz": [[6.322695, 11.289554, -3.383705], [5.802735, 10.342194, -4.358535], [6.654835, 9.379294, -4.853245], [5.949695, 8.678314, -6.099805], [4.854285, 8.029524, -5.520125], [3.978075, 7.252234, -6.520565], [2.989275, 6.270254, -5.806965], [2.180415, 5.504824, -6.728065], [1.008525, 5.006124, -6.168025], [5.417215, 11.813324, -3.077325], [6.994575, 11.982124, -3.890685], [6.774925, 10.809044, -2.516115], [6.845805, 8.742714, -3.989305], [7.574115, 9.902354, -5.116735], [6.756405, 8.055204, -6.485885], [5.751145, 9.512384, -6.772855], [4.562945, 8.941434, -5.198175], [4.667335, 6.676064, -7.137845], [3.566625, 7.959284, -7.240905], [2.430435, 6.891114, -5.106715], [3.574145, 5.669794, -5.110215], [1.168245, 4.014784, -5.743945], [0.277565, 4.692824, -6.913435], [0.554615, 5.726934, -5.487955], [2.746465, -4.237046, -7.386415], [2.405755, -5.079006, -6.303715], [2.759345, -4.580766, -5.006545], [2.300825, -5.871456, -4.124935], [0.886235, -5.977316, -4.226385], [0.448095, -7.288276, -3.782855], [-0.035175, -8.179316, -4.944495], [0.922745, -8.597556, -5.842635], [1.633695, -9.863876, -5.524925], [2.634915, -4.874366, -8.263625], [3.796115, -3.957576, -7.295655], [2.134465, -3.336146, -7.342595], [2.045925, -3.828626, -4.669765], [3.810075, -4.309506, -4.904145], [2.680115, -5.795646, -3.105875], [2.835385, -6.686026, -4.613625], [0.774385, -5.819716, -5.217725], [-0.418285, -7.096356, -3.149875], [1.162785, -7.809156, -3.145665], [-0.732385, -7.609186, -5.558465], [-0.608195, -9.049336, -4.623855], [2.021065, -9.814756, -4.507265], [2.550315, -9.795476, -6.110775], [1.145615, -10.823216, -5.696805], [-4.522045, 5.789854, -0.439575], [-3.763655, 6.556264, -1.363265], [-4.370955, 7.498714, -2.204905], [-3.282825, 8.432954, -2.875165], [-2.183395, 8.791464, -1.932835], [-0.974175, 9.556094, -2.251635], [-0.980365, 11.070844, -1.710345], [-1.015475, 11.273184, -0.204065], [0.213825, 11.614294, 0.399235], [-4.123705, 4.775284, -0.432055], [-5.467915, 5.658854, -0.965195], [-4.622115, 6.176984, 0.574435], [-4.997495, 8.159814, -1.606165], [-5.150195, 7.035094, -2.809845], [-3.580965, 9.473744, -3.001565], [-2.946555, 8.083374, -3.851295], [-2.156775, 8.368924, -1.015855], [-0.603755, 9.671564, -3.270235], [-0.251385, 9.028964, -1.628885], [-1.776635, 11.695884, -2.114555], [-0.093965, 11.405964, -2.248955], [0.643845, 12.328544, -0.302935], [0.867385, 10.741994, 0.392445], [0.052865, 11.988104, 1.410405], [-8.550905, -3.993726, -4.431985], [-7.171265, -4.167676, -4.224075], [-6.385455, -3.133566, -4.562135], [-5.446405, -3.325336, -5.744605], [-6.189015, -3.443516, -6.878805], [-5.300245, -3.442486, -8.070355], [-6.038645, -3.603676, -9.310545], [-5.250605, -4.031716, -10.330705], [-5.814375, -4.281606, -11.640645], [-8.946845, -3.159616, -3.852695], [-9.203215, -4.836816, -4.204385], [-8.764465, -3.870176, -5.493695], [-5.704515, -3.007756, -3.720355], [-6.847735, -2.147186, -4.600055], [-4.829145, -4.212106, -5.600625], [-4.797885, -2.464926, -5.909545], [-6.855335, -4.202326, -6.896845], [-4.421085, -4.086196, -8.041965], [-4.876305, -2.438486, -8.089205], [-6.397575, -2.613066, -9.589765], [-6.975595, -4.148836, -9.196395], [-6.500675, -5.116386, -11.782855], [-5.028845, -4.546186, -12.348495], [-6.260625, -3.322656, -11.904025], [9.712805, 1.741114, 7.011785], [9.366425, 1.632674, 5.608915], [7.909625, 1.480824, 5.407205], [7.528875, 0.731684, 4.088265], [7.467965, 1.593264, 2.927165], [6.633855, 0.915624, 1.947545], [6.532365, 1.780084, 0.685805], [7.906115, 2.004334, 0.356915], [8.339375, 3.274774, 0.192655], [9.047165, 2.430564, 7.531105], [10.766855, 2.016514, 6.976695], [9.781315, 0.764054, 7.490065], [7.530355, 2.498514, 5.314655], [7.492765, 0.897534, 6.228235], [6.593405, 0.266714, 4.399385], [8.219015, -0.088896, 3.892195], [8.394165, 1.698874, 2.538455], [5.588585, 0.774584, 2.222555], [7.032145, -0.060006, 1.668945], [6.021695, 2.726974, 0.861075], [6.174595, 1.135724, -0.117255], [9.415045, 3.384114, 0.330725], [8.058555, 3.922384, 1.023225], [8.169155, 3.566544, -0.843685], [-0.289795, -8.409756, 10.801695], [-0.804155, -9.666916, 10.462605], [-0.647375, -10.006416, 9.054225], [-1.556815, -9.297196, 8.140335], [-1.218395, -7.954846, 7.908335], [-2.266995, -7.085446, 7.300315], [-3.070775, -7.597076, 6.108715], [-3.858835, -8.648326, 6.747115], [-4.995545, -9.131986, 6.059535], [-1.087115, -7.670826, 10.721895], [0.705525, -8.206186, 10.406725], [-0.166545, -8.451986, 11.883875], [-0.893455, -11.068266, 9.052255], [0.414405, -10.093806, 8.823815], [-2.598045, -9.397796, 8.446655], [-1.492515, -9.843366, 7.199235], [-1.004345, -7.506136, 8.787505], [-1.851685, -6.104676, 7.068555], [-3.048565, -7.008006, 8.056115], [-2.454485, -7.973606, 5.292315], [-3.691945, -6.752436, 5.810675], [-4.671045, -9.606536, 5.133465], [-5.618465, -8.297376, 5.737835], [-5.662205, -9.711346, 6.698275], [-6.993035, -0.973016, 6.654575], [-6.488495, 0.158954, 7.252465], [-6.006175, 1.166574, 6.322095], [-5.408145, 2.239154, 7.145975], [-4.353065, 3.026254, 6.389505], [-3.773945, 3.977214, 7.272795], [-2.606565, 4.688784, 6.671125], [-1.657775, 3.786294, 6.170115], [-0.562175, 4.231844, 5.311365], [-7.205865, -1.753256, 7.385335], [-6.287385, -1.423116, 5.956315], [-7.854545, -0.751166, 6.024745], [-6.790985, 1.552104, 5.671285], [-5.166495, 0.852784, 5.701945], [-4.956535, 1.945504, 8.093565], [-6.157695, 3.003154, 7.352305], [-4.934385, 3.545534, 5.747245], [-3.620745, 3.702904, 8.316535], [-4.581725, 4.704004, 7.358675], [-2.191925, 5.305584, 7.468445], [-2.838865, 5.399084, 5.877635], [-0.132835, 5.092124, 5.824865], [-0.797015, 4.653384, 4.333995], [0.311385, 3.584394, 5.387495], [3.096015, -6.362096, 4.065675], [4.314405, -6.743886, 3.929375], [4.488135, -7.734576, 4.723815], [5.119295, -6.349106, 3.156515], [2.563955, -6.780826, 4.815125], [2.687765, -5.672466, 3.450995], [5.326515, -8.290516, 4.633595], [3.553775, -7.947796, 5.042575], [-0.722225, -0.731876, -0.317825], [-0.857925, -0.608876, 0.980765], [-1.043075, 0.576864, 1.329405], [-0.718935, -1.548886, 1.727265], [-0.805075, 0.004324, -1.004295], [-0.569895, -1.725456, -0.416335], [-1.059375, 0.684744, 2.333495], [-1.085105, 1.474344, 0.868035]],
  "forces_ev_per_a": [[-1.1, -0.8, -1.2], [-1.4, 1.9, 0.9], [0.7, 0.1, -0.5], [4.2, 0.8, 1.5], [-1.6, -1.6, -0.8], [0.9, 0.5, 0.7], [0.5, 1.1, -0.3], [1.2, 1.3, 0.2], [-0.5, -0.9, 0.1], [0.3, 0.2, 0.2], [0.2, 0.0, 0.2], [0.2, -0.1, -0.1], [0.3, -1.0, -0.5], [0.5, -0.3, -0.5], [-0.3, -0.4, -0.5], [-0.3, 0.0, -0.5], [-2.8, -0.6, 0.9], [0.2, -0.2, 0.2], [-0.8, -0.1, 0.1], [-0.9, 0.1, -0.2], [0.2, -0.6, -0.4], [0.4, 0.1, 1.0], [0.1, 0.8, -0.7], [-0.1, -0.2, 0.2], [0.2, -0.5, 0.7], [0.5, 0.5, 0.3], [-1.9, -2.8, 1.0], [2.6, 2.1, -0.8], [0.7, 0.1, 0.2], [-1.5, -0.4, -0.5], [-0.8, 0.1, 0.5], [1.9, -2.2, -0.7], [0.6, 2.3, 0.1], [-0.3, 0.5, -0.2], [0.2, 0.2, -0.2], [-0.1, 0.1, -0.5], [0.3, 0.7, -0.3], [0.0, 0.0, -0.1], [-0.2, 0.1, 0.2], [0.1, -0.4, 0.0], [-0.9, -0.5, -0.3], [-0.3, -0.4, 0.2], [0.4, 0.2, -0.2], [-0.2, 0.3, 0.1], [-0.1, -0.1, 0.6], [-0.4, -0.1, 0.3], [-0.2, -0.2, -0.4], [-0.6, 0.4, -0.2], [-0.7, -0.2, -2.0], [1.8, -0.3, 0.4], [-0.2, 1.5, 1.0], [0.6, 0.8, 1.2], [0.2, -0.9, -0.5], [-1.4, 1.0, 2.7], [0.1, -1.0, 0.8], [-0.8, -0.8, -2.4], [0.1, -0.4, -1.6], [0.4, 0.1, 0.3], [-0.8, 0.0, 0.7], [0.0, 0.4, -0.2], [0.1, 0.4, 0.5], [0.6, -0.2, -1.0], [-1.7, -0.4, -0.9], [0.3, -0.5, 0.1], [-0.1, -0.3, -0.6], [-0.5, -0.7, -0.3], [0.8, 0.3, -0.4], [-0.4, -0.4, 0.2], [0.7, 0.8, 0.9], [0.6, 0.6, 0.7], [0.3, -0.1, 0.4], [-0.1, 0.1, -0.2], [-0.7, 0.2, -0.8], [-2.0, -2.6, 0.3], [3.3, 2.5, 1.0], [0.0, -0.2, 2.1], [-1.0, -0.1, -4.6], [0.3, 0.8, 1.8], [-2.7, 1.3, -1.4], [1.8, -2.4, -2.0], [0.4, 1.0, 0.8], [0.1, 0.3, -0.1], [0.8, -0.5, 0.6], [0.0, 0.6, -0.2], [0.3, 0.1, 0.4], [-0.7, -0.1, -0.5], [0.5, -0.2, 0.5], [0.2, 0.2, 0.7], [0.2, -0.3, 0.1], [-0.1, -0.7, 0.3], [0.3, 0.1, 0.1], [-0.4, 0.5, 0.0], [0.0, -0.8, 0.2], [-0.5, 0.0, 0.9], [0.4, 0.5, 0.4], [-0.4, -0.2, -0.6], [0.6, -0.5, -1.7], [-1.3, -0.5, 0.5], [1.7, -0.3, -0.9], [1.3, 0.6, 1.9], [-1.6, -0.5, 0.5], [-0.5, 1.0, -1.3], [1.9, -1.0, 0.4], [0.1, -1.7, 0.1], [1.2, 1.5, -0.1], [0.3, 0.1, 0.1], [-0.2, 0.8, 0.3], [-0.8, -0.2, 0.1], [-0.5, -0.1, 0.4], [0.0, 0.3, 0.3], [-0.4, 0.2, -0.8], [0.2, -0.3, 0.3], [0.0, 0.0, -0.1], [0.1, -0.1, 0.9], [0.1, -0.3, -0.1], [-0.2, -0.1, -0.2], [-0.8, 0.5, -0.1], [0.5, -0.9, -0.2], [-1.1, 0.5, -0.4], [-0.5, 1.0, 0.1], [-0.5, -0.5, 1.8], [0.4, -0.4, -1.4], [0.2, -1.6, 2.2], [-0.7, -1.0, -0.8], [0.6, 2.5, -1.1], [0.1, -0.6, 0.5], [-0.1, -1.0, 1.8], [-0.2, 0.3, -0.5], [0.2, 1.2, -0.8], [0.4, 0.6, -0.7], [-0.2, 0.3, -0.6], [0.3, 0.0, 0.2], [-0.5, -0.1, -0.1], [0.3, 1.0, -0.4], [0.0, -0.3, 0.5], [-0.1, -0.1, -0.3], [0.2, 0.0, -0.2], [0.2, -0.1, 0.1], [-0.2, 0.6, 0.1], [-0.1, -0.1, -0.2], [-0.2, -0.2, -0.4], [-0.3, -0.7, 0.1], [-0.1, 0.4, -0.1], [0.7, -0.4, 0.1], [0.0, -0.9, -1.2], [0.7, 1.5, -0.3], [0.3, -1.2, 0.8], [0.8, 2.7, 0.0], [-1.1, -2.9, 0.1], [-1.1, 1.6, -0.2], [1.4, 0.9, -0.4], [1.3, -1.4, -1.1], [-0.4, 1.7, 2.6], [-0.2, 0.4, 0.2], [0.5, -0.1, -0.1], [-0.5, 0.0, 0.2], [-0.3, -0.2, 0.0], [-0.2, -0.9, -0.2], [-0.2, -0.6, -0.2], [-0.5, -0.1, 0.7], [0.4, 0.2, -0.5], [0.4, -0.9, -0.3], [0.2, 1.1, 0.6], [0.4, 0.2, 0.2], [-0.7, 0.0, -0.2], [0.1, 0.6, 0.1], [-0.5, -0.8, -0.3], [-0.7, -0.8, -0.5], [-5.5, 3.1, -0.3], [1.6, 0.3, -1.6], [1.1, -3.6, 3.3], [2.4, 1.8, -2.5], [-0.5, 0.9, -0.5], [0.1, -0.1, 0.4], [-0.6, -0.2, 0.4], [1.4, -2.2, 0.9], [0.3, -2.1, -2.5], [1.2, -2.8, -1.6], [-1.5, 7.4, 5.1], [-0.1, -1.4, 1.3], [0.1, -0.7, 0.1], [0.1, 0.2, -1.7], [-0.1, 0.2, 0.0], [0.1, -0.8, -0.7]],
  "mulliken_charge": [-0.738, -0.347, -0.583, -0.657, -0.322, -0.634, -0.366, -0.324, -0.627, 0.239, 0.286, 0.303, 0.332, 0.439, 0.421, 0.265, 0.299, 0.334, 0.339, 0.236, 0.309, 0.265, 0.251, 0.280, -0.780, -0.268, -0.780, -0.438, -0.395, -0.602, -0.646, -0.327, -0.764, 0.224, 0.300, 0.293, 0.324, 0.487, 0.490, 0.217, 0.317, 0.357, 0.335, 0.345, 0.414, 0.317, 0.274, 0.304, -0.725, -0.336, -0.573, -0.550, -0.117, -0.843, -0.495, -0.341, -0.612, 0.251, 0.311, 0.258, 0.327, 0.446, 0.312, 0.269, 0.217, 0.446, 0.314, 0.314, 0.364, 0.299, 0.246, 0.218, -0.711, -0.321, -0.766, -0.452, -0.188, -0.708, -0.424, -0.319, -0.699, 0.294, 0.277, 0.282, 0.391, 0.405, 0.345, 0.340, 0.214, 0.360, 0.235, 0.294, 0.324, 0.274, 0.246, 0.304, -0.709, -0.345, -0.613, -0.647, -0.330, -0.532, -0.656, -0.370, -0.854, 0.301, 0.256, 0.284, 0.281, 0.387, 0.489, 0.379, 0.237, 0.368, 0.348, 0.409, 0.340, 0.262, 0.394, 0.322, -0.781, -0.369, -0.710, -0.192, -0.365, -0.757, -0.649, -0.233, -0.819, 0.288, 0.348, 0.257, 0.343, 0.398, 0.331, 0.268, 0.165, 0.444, 0.399, 0.340, 0.437, 0.310, 0.291, 0.257, -0.736, -0.270, -0.536, -0.518, -0.364, -0.726, -0.649, -0.301, -0.872, 0.255, 0.311, 0.296, 0.321, 0.358, 0.325, 0.271, 0.277, 0.468, 0.425, 0.352, 0.337, 0.362, 0.319, 0.297, -0.325, 0.599, -0.354, -0.630, 0.134, 0.192, 0.229, 0.155, -0.421, 0.653, -0.335, -0.675, 0.176, 0.235, 0.201, 0.164]
}